89
Properties=species:S:1:pos:R:3 method="wB97M-V/def2-TZVPD" homo_lumo_gap_ev="6.75 / 7.15" de_lowest_kj_mol=1030.8 multiplicity=3 lumo_ev="-0.78 / -0.87" s2=2.01 homo_energy_ev="-7.530 / -8.018"
W 0.3455 -0.3441 1.1003
S -0.1620 -0.3811 3.5854
C 0.9098 0.9389 3.4844
N 1.5600 0.9994 2.3485
C 2.2667 2.1889 2.2025
C 2.9728 2.6093 1.0836
C 3.6084 3.8344 1.1321
C 3.5579 4.6312 2.2777
C 2.8516 4.2224 3.3948
C 2.1956 3.0001 3.3399
S 1.1687 2.2669 4.5508
H 3.0146 1.9831 0.2047
H 4.1523 4.1831 0.2640
H 4.0653 5.5864 2.2886
H 2.7959 4.8459 4.2769
C 3.1732 -1.3133 3.1358
Si 3.6174 -1.1865 1.3269
C 4.2099 -2.9096 0.8570
C 5.0545 0.0343 1.3361
N 2.3194 -0.6005 0.1923
C 2.6626 -0.5990 -1.1244
C 3.9961 -0.8892 -1.5716
C 4.3802 -0.9962 -2.8835
C 3.4776 -0.8132 -3.9410
C 2.2035 -0.4511 -3.5999
C 1.8514 -0.3263 -2.2614
O -0.3530 -0.5041 -0.9235
C -0.7586 0.1839 -3.2628
C -1.1809 1.3752 -3.9988
C -1.5271 1.0058 -5.3967
C -1.8864 -0.2467 -5.7144
C -1.8693 -1.3176 -4.7386
C -1.2805 -1.1234 -3.5410
H 3.7290 -2.1653 3.5372
H 2.1295 -1.4858 3.3719
H 3.4965 -0.4162 3.6668
H 5.2603 -3.0039 1.1500
H 4.1248 -3.1784 -0.1928
H 3.6396 -3.6412 1.4303
H 5.9171 -0.4778 1.7749
H 4.8189 0.8772 1.9867
H 5.3639 0.4435 0.3747
H 4.7694 -1.0452 -0.8401
H 5.4167 -1.2296 -3.0918
H 3.7690 -0.9135 -4.9754
H 1.4609 -0.2318 -4.3592
H -0.4955 2.2124 -3.9246
H -1.5438 1.8056 -6.1247
H -2.1912 -0.4729 -6.7283
H -2.2937 -2.2815 -4.9834
H -1.1959 -1.9162 -2.8102
O -1.7689 -0.4968 1.0776
S -3.0557 -1.0453 1.6738
C -3.9383 0.4355 2.1331
C -5.1599 0.2911 2.7749
C -5.8635 1.4293 3.1303
C -5.3372 2.6853 2.8499
C -4.1080 2.8075 2.2197
C -3.3901 1.6759 1.8546
C -3.9540 -1.5030 0.2106
C -3.9178 -0.6567 -0.8914
C -4.5725 -1.0454 -2.0449
C -5.2532 -2.2600 -2.0818
C -5.2752 -3.0946 -0.9756
C -4.6108 -2.7201 0.1866
H -5.5593 -0.6932 2.9910
H -6.8199 1.3381 3.6276
H -5.8900 3.5726 3.1294
H -3.6958 3.7843 2.0036
H -2.4255 1.7563 1.3689
H -3.3715 0.2783 -0.8537
H -4.5416 -0.4014 -2.9140
H -5.7631 -2.5595 -2.9885
H -5.7936 -4.0429 -1.0172
H -4.5916 -3.3714 1.0516
Cl -2.7455 2.1141 -3.2118
C 0.5150 1.8993 -1.5557
Cl 1.8861 2.7318 -2.1656
Cl 0.2768 0.3745 -2.0107
C -0.1777 2.4439 -0.3172
O -0.4440 3.6213 -0.2918
O -0.3255 1.6105 0.6632
F 1.3538 -3.2142 0.4716
C 0.2404 -2.6176 1.0259
F -0.7934 -2.9240 0.1401
C -0.0881 -3.5253 2.2267
F 0.8973 -3.5390 3.1297
F -0.2946 -4.7930 1.8468
F -1.2118 -3.1133 2.8461

80
Properties=species:S:1:pos:R:3 method="wB97M-V/def2-TZVPD" homo_lumo_gap_ev="4.89 / 6.63" de_lowest_kj_mol=0.0 multiplicity=2 lumo_ev="-0.79 / -0.79" s2=0.77 homo_energy_ev="-5.679 / -7.418"
Ir -0.4550 0.1864 -0.2618
O -2.2615 -1.0921 6.2543
C -1.3184 -0.3151 6.0232
O -0.4885 0.2550 6.7484
C -1.0667 -0.1009 4.4954
C -2.1089 -0.2847 3.5795
C -1.8550 -0.1282 2.2475
N -0.6181 0.2069 1.7862
C 0.3739 0.5303 2.6547
C 0.1531 0.3019 4.0320
C 1.5835 1.1948 2.2073
C 2.3017 2.0120 3.1069
C 3.2902 2.8608 2.7019
C 3.5844 2.9547 1.3090
C 2.9420 2.1263 0.4565
N 2.0181 1.2011 0.8664
C -2.9165 -0.2555 1.2159
C -4.1946 -0.7244 1.4956
C -5.1368 -0.7915 0.4874
C -4.7945 -0.3905 -0.7955
C -3.5032 0.0394 -1.0141
N -2.5922 0.1053 -0.0393
H -3.0885 -0.5523 3.9498
H 0.9393 0.4516 4.7580
H 2.0078 2.0108 4.1463
H 3.8056 3.4845 3.4182
H 4.3017 3.6664 0.9271
H 3.1414 2.1280 -0.6072
H -4.4370 -1.0500 2.4966
H -6.1319 -1.1624 0.6958
H -5.5055 -0.4253 -1.6090
H -3.1655 0.3444 -1.9984
C -0.2848 4.5152 0.0538
C -0.3425 3.1539 0.3931
N -0.3677 2.2108 -0.5140
C -0.3530 2.5383 -1.8529
C -0.3303 3.8851 -2.2652
C -0.2791 4.8763 -1.2574
C -0.3848 4.1874 -3.6434
C -0.4961 3.1684 -4.5432
C -0.5100 1.8169 -4.1469
C -0.3929 1.4632 -2.8149
N -0.3661 0.2091 -2.2569
C -0.3617 -1.0253 -2.8521
C -0.1193 -1.3577 -4.1727
C -0.2779 -2.6820 -4.6259
C -0.6602 -3.6930 -3.7925
C -0.8192 -3.4249 -2.4156
C -1.1442 -4.4185 -1.4647
C -1.2445 -4.0913 -0.1468
C -0.9894 -2.7708 0.2557
N -0.6673 -1.8281 -0.5953
C -0.6214 -2.1126 -1.9421
H -0.2521 5.2560 0.8404
H -0.3627 2.8289 1.4254
H -0.2453 5.9208 -1.5442
H -0.3696 5.2215 -3.9636
H -0.5742 3.4015 -5.5979
H -0.6471 1.0576 -4.8979
H 0.2294 -0.6063 -4.8618
H -0.0976 -2.8997 -5.6716
H -0.8091 -4.6998 -4.1613
H -1.3013 -5.4387 -1.7938
H -1.4939 -4.8337 0.5986
H -1.0405 -2.4824 1.2974
C 2.0598 -2.2571 2.2041
Ge 2.5841 -1.5061 0.4742
C 2.5150 -2.8859 -0.9172
C 4.4484 -0.9129 0.5986
C 1.6078 0.1458 -0.0672
H 2.5277 -3.2358 2.3299
H 0.9806 -2.3798 2.2816
H 2.3839 -1.6090 3.0183
H 3.3807 -3.5396 -0.7956
H 2.5518 -2.4432 -1.9156
H 1.6186 -3.4972 -0.8391
H 5.0968 -1.7539 0.8538
H 4.5685 -0.1406 1.3614
H 4.7793 -0.5062 -0.3600
H 2.0691 0.3878 -1.0315

78
Properties=species:S:1:pos:R:3 method="wB97M-V/def2-TZVPD" homo_lumo_gap_ev=5.82 de_lowest_kj_mol=0.0 lumo_ev=3.97 homo_energy_ev=-1.854 charge=-2
K -0.3227 0.3474 0.2218
O 2.4667 -1.7331 0.9700
C 2.6902 -0.6528 0.4185
O 1.8684 0.2092 0.0560
C 4.1719 -0.3028 0.1742
C 5.1566 -1.2774 0.2314
C 6.5058 -0.9640 0.0756
C 6.8151 0.3603 -0.1237
O 8.0634 0.9534 -0.2805
C 7.8070 2.3337 -0.3798
O 6.4270 2.5721 -0.3856
C 5.8269 1.3379 -0.1845
C 4.4975 1.0349 -0.0459
H 4.8443 -2.2964 0.4113
H 7.2794 -1.7155 0.1205
H 8.2587 2.7220 -1.3098
H 8.2755 2.8529 0.4801
H 3.7146 1.7732 -0.0922
Ge -0.5508 3.5208 -0.1225
C 0.8325 4.7905 0.5999
C 2.1572 4.5174 0.2679
C 3.2168 5.2088 0.8198
C 2.9757 6.2226 1.7353
C 1.6690 6.5177 2.0852
C 0.6216 5.8020 1.5303
C -1.9978 4.7862 -0.7651
C -2.6244 5.7722 -0.0105
C -3.7076 6.4881 -0.4906
C -4.2210 6.2171 -1.7465
C -3.6241 5.2320 -2.5182
C -2.5347 4.5410 -2.0266
H 0.1330 3.6066 -1.5561
H 2.3457 3.7290 -0.4514
H 4.2370 4.9588 0.5502
H 3.7968 6.7821 2.1714
H 1.4689 7.3058 2.8068
H -0.3902 6.0427 1.8347
H -2.2594 5.9911 0.9853
H -4.1658 7.2591 0.1221
H -5.0781 6.7672 -2.1184
H -4.0228 5.0058 -3.5015
H -2.0687 3.7735 -2.6359
N -2.5523 -1.9779 0.0638
C -3.8769 -2.1000 0.1744
C -4.5831 -3.3130 0.3404
C -5.9547 -3.3529 0.4295
C -6.7072 -2.1904 0.3657
C -6.0407 -0.9791 0.2191
C -4.6710 -0.9284 0.1263
H -4.0114 -4.2270 0.4071
H -6.4571 -4.3082 0.5454
H -7.7883 -2.2258 0.4313
H -6.6146 -0.0596 0.1725
H -4.1652 0.0223 0.0097
C -0.3809 -5.4277 3.9423
C 0.4360 -4.3932 3.5193
C 0.1950 -3.7714 2.3072
C -0.8757 -4.1453 1.4988
C -1.6724 -5.1966 1.9366
C -1.4255 -5.8433 3.1358
Si -1.2579 -3.0392 -0.0146
C -1.0502 -4.1052 -1.5886
C 0.1207 -3.9723 -2.3283
C 0.2978 -4.6259 -3.5340
C -0.7062 -5.4403 -4.0307
C -1.8821 -5.5826 -3.3152
C -2.0476 -4.9161 -2.1131
H -0.1942 -5.9213 4.8880
H 1.2573 -4.0682 4.1453
H 0.8564 -2.9926 1.9629
H -2.5116 -5.5229 1.3347
H -2.0559 -6.6684 3.4511
H -0.1209 -2.0966 -0.0986
H 0.9058 -3.3384 -1.9417
H 1.2109 -4.4968 -4.1034
H -0.5722 -5.9604 -4.9720
H -2.6747 -6.2079 -3.7104
H -2.9837 -5.0193 -1.5823

What did we get for calculated total energy? Answer: -144451.6380; -112318.2573; -130325.8532 eV, in the order shown.